One molecule with the formula C2H3ClO in a non-equilibrium geometry. Source: the Open Molecules 2025 dataset; level of theory: the ωB97M-V functional and the def2-TZVPD basis.

Geometry as XYZ:
```
7
Properties=species:S:1:pos:R:3:forces:R:3
Cl -1.87559 -0.30022 0.96294 -0.12 -0.42 -0.55
O -0.46974 -1.58766 -0.91357 -0.48 0.77 0.15
C -0.52688 -0.62205 -0.23636 1.49 -0.15 1.51
C 0.55648 0.46987 0.00563 -0.31 -3.34 -1.41
H 0.05442 1.20232 0.47565 -1.41 3.13 1.03
H 1.35017 0.19170 0.68468 0.15 -0.76 -0.07
H 0.91114 0.64605 -0.97897 0.68 0.77 -0.67
```
Positions in Å, forces in eV/Å.

For the HOMO energy, the calculation gives -10.939 eV. The relative energy (zero: lowest compared OMol25 entry of this formula, charge and spin) is 0.184 eV. Its multiplicity is 1. Its LUMO energy is 0.650 eV. Its SMILES is CC(=O)Cl.

These are the Mulliken partial charges, in e, on atoms 1 to 2:
1 Cl -0.23
2 O -0.40